{
  "formula": "C22H51N4O10",
  "method": "ωB97M-V with the def2-TZVPD basis set",
  "species": ["O", "O", "O", "O", "O", "O", "O", "O", "O", "O", "N", "N", "N", "N", "C", "C", "C", "C", "C", "C", "C", "C", "C", "C", "C", "C", "C", "C", "C", "C", "C", "C", "C", "C", "C", "C", "H", "H", "H", "H", "H", "H", "H", "H", "H", "H", "H", "H", "H", "H", "H", "H", "H", "H", "H", "H", "H", "H", "H", "H", "H", "H", "H", "H", "H", "H", "H", "H", "H", "H", "H", "H", "H", "H", "H", "H", "H", "H", "H", "H", "H", "H", "H", "H", "H", "H", "H"],
  "positions_angstrom": [[9.2245, 0.1247, -7.3467], [6.0058, 0.0724, -5.8102], [-4.7705, -0.5066, 3.1384], [-4.4299, 1.3148, 0.6886], [-7.8976, 0.3226, 11.1564], [0.8300, 0.3080, 0.0349], [6.6504, -0.9845, -8.5999], [2.0964, 1.5126, -2.4897], [4.2233, -0.0609, -0.9714], [-3.2881, -1.7855, 0.8035], [-6.1467, -0.2654, 7.8936], [-8.0034, -0.6940, 6.7699], [-8.0862, -0.8969, 9.1233], [-5.9001, -0.0948, 6.5592], [5.6504, -1.1822, -6.3617], [8.7192, 0.3522, -8.6490], [4.3257, 1.2544, -1.4888], [-2.0615, -2.4821, 0.8617], [-0.0607, 0.8840, 0.9560], [-4.3145, -2.3670, 1.5762], [5.1492, -0.9539, -1.5500], [6.6853, -1.6599, -7.3552], [0.3251, 0.2957, -1.2904], [-4.2330, 1.6501, 2.0415], [1.4479, 0.2676, -2.3023], [7.2080, 0.3184, -8.6619], [-7.5436, -0.8268, 10.4771], [-5.3408, 2.1677, 0.0281], [4.8919, 0.8541, -5.4482], [10.5317, -0.3995, -7.3483], [-7.0425, -0.3642, 5.9362], [-3.7591, 0.4488, 2.8276], [-7.3310, 1.5141, 10.6404], [2.9887, 1.9568, -1.4791], [-5.2735, -1.3068, 2.0671], [-7.4419, -0.6316, 7.9957], [2.5341, 1.9089, -0.4871], [-6.2450, 1.4087, 10.5151], [4.9305, -1.9463, -1.1601], [-6.3024, 2.2031, 0.5532], [-5.4968, 1.7632, -0.9690], [6.8053, 0.9661, -7.8802], [7.6828, -1.6380, -6.9111], [4.2118, 1.0000, -6.2951], [0.4556, 0.9598, 1.9123], [-0.2960, -0.5993, -1.4376], [5.5762, -1.9262, -5.5551], [-3.4104, 0.8144, 3.7983], [-2.9153, -0.0254, 2.3262], [-5.6168, -0.6856, 1.2388], [-2.1311, -3.4733, 0.4020], [-1.7176, -2.5904, 1.8971], [-6.1407, -1.8223, 2.4877], [-3.8973, -2.9092, 2.4344], [-4.9482, 3.1864, -0.0596], [4.6758, -1.1179, -6.8603], [-7.5321, 2.3011, 11.3604], [5.2643, 1.8254, -5.1265], [4.3337, 0.3955, -4.6231], [-7.1229, -0.3219, 4.8602], [-7.9534, -1.6608, 11.0403], [3.1756, 3.0068, -1.7150], [6.8868, 0.7109, -9.6291], [4.7110, 1.2309, -2.5137], [-0.9605, 0.2690, 1.0863], [10.7899, -0.6341, -6.3173], [-5.0000, 0.1868, 6.1999], [11.2575, 0.3235, -7.7387], [-6.4529, -0.9538, 10.4256], [9.0463, 1.3414, -8.9995], [-0.3699, 1.8880, 0.6413], [-0.3012, 1.1786, -1.4672], [-7.7801, 1.7907, 9.6814], [-9.0583, -1.1474, 9.0136], [5.0326, 1.8267, -0.8723], [-4.8791, -3.0813, 0.9617], [2.1587, -0.5263, -2.0621], [6.4423, -2.6984, -7.5928], [6.1811, -0.6913, -1.2914], [5.0580, -0.9723, -2.6421], [9.1038, -0.4028, -9.3458], [-5.4404, -0.1258, 8.5974], [10.5923, -1.3156, -7.9471], [-5.1621, 2.0389, 2.4823], [0.9968, 0.0404, -3.2710], [-1.3359, -1.8889, 0.3098], [-3.4649, 2.4329, 2.1222]],
  "atomic_forces_ev_per_a": [[-0.09, -0.20, -0.01], [0.02, 0.09, -0.19], [-0.14, 0.10, 0.22], [-0.18, -0.16, 0.08], [0.00, 0.01, 0.00], [0.05, 0.14, -0.03], [-0.02, -0.01, -0.01], [-0.03, 0.03, -0.01], [-0.18, -0.05, -0.18], [0.05, 0.15, 0.15], [-0.09, -0.02, 0.08], [0.04, 0.01, 0.18], [-0.02, -0.09, 0.08], [0.00, 0.01, 0.00], [0.01, -0.02, 0.11], [0.06, 0.10, 0.03], [0.16, -0.05, 0.13], [0.00, -0.03, -0.11], [-0.05, -0.07, 0.06], [0.02, -0.02, -0.11], [0.06, 0.00, 0.10], [0.00, -0.09, 0.03], [-0.02, -0.08, 0.04], [0.08, 0.05, -0.10], [-0.02, -0.06, -0.06], [-0.01, 0.06, -0.06], [0.01, -0.03, 0.05], [0.09, 0.07, -0.06], [0.03, -0.07, 0.10], [0.04, 0.10, 0.03], [0.06, -0.05, -0.26], [0.07, 0.03, 0.06], [0.01, 0.00, -0.09], [0.05, 0.07, 0.02], [-0.10, -0.11, 0.00], [0.04, 0.07, -0.10], [0.00, -0.11, -0.01], [0.00, 0.02, 0.08], [0.01, 0.01, 0.02], [0.00, 0.00, 0.00], [0.02, 0.01, -0.01], [0.07, -0.05, 0.06], [-0.02, 0.11, 0.02], [-0.01, -0.02, 0.00], [0.02, -0.03, -0.01], [-0.06, 0.05, -0.02], [-0.08, -0.02, -0.02], [0.03, -0.02, 0.00], [-0.05, 0.01, -0.08], [0.12, 0.03, -0.02], [-0.03, -0.01, 0.03], [0.01, -0.03, -0.01], [-0.01, 0.01, -0.01], [0.01, 0.02, 0.01], [-0.01, 0.01, 0.02], [0.02, 0.01, -0.03], [0.02, 0.00, -0.01], [0.00, -0.01, 0.03], [-0.08, 0.03, -0.04], [0.06, 0.04, -0.01], [0.00, -0.02, 0.00], [-0.02, 0.00, 0.02], [-0.02, 0.01, 0.02], [-0.01, 0.01, -0.01], [-0.04, 0.05, -0.03], [0.01, 0.02, 0.00], [-0.02, -0.09, -0.08], [0.00, -0.01, -0.02], [-0.02, 0.05, -0.06], [0.03, -0.03, -0.07], [-0.01, 0.00, -0.01], [0.02, 0.01, -0.01], [-0.01, -0.02, 0.01], [0.00, 0.04, -0.06], [0.01, 0.06, -0.07], [0.00, -0.06, 0.07], [0.00, 0.04, 0.10], [0.03, 0.00, 0.00], [0.00, 0.01, -0.02], [0.01, 0.01, 0.00], [-0.03, -0.02, 0.01], [0.01, 0.02, -0.04], [0.00, 0.00, -0.01], [0.00, -0.02, 0.02], [0.03, -0.02, 0.00], [0.04, -0.05, -0.01], [-0.06, 0.05, 0.06]],
  "lowdin_charge": [-0.197, -0.194, -0.164, -0.194, -0.132, -0.190, -0.122, -0.124, -0.193, -0.194, 0.157, 0.181, 0.139, 0.115, -0.206, -0.208, -0.201, -0.094, -0.111, -0.205, -0.101, -0.186, -0.199, -0.214, -0.184, -0.184, -0.208, -0.098, -0.112, -0.114, -0.082, -0.182, -0.079, -0.179, -0.176, -0.339, 0.121, 0.086, 0.089, 0.088, 0.093, 0.121, 0.122, 0.093, 0.092, 0.120, 0.125, 0.119, 0.108, 0.125, 0.095, 0.094, 0.122, 0.128, 0.092, 0.127, 0.101, 0.092, 0.069, 0.147, 0.147, 0.129, 0.128, 0.106, 0.062, 0.087, 0.183, 0.089, 0.133, 0.129, 0.092, 0.130, 0.089, 0.171, 0.131, 0.134, 0.124, 0.128, 0.093, 0.077, 0.127, 0.173, 0.088, 0.124, 0.130, 0.069, 0.132],
  "e_homo_ev": -9.98,
  "fmax_ev_per_a": 0.3,
  "total_charge": 1,
  "homo_lumo_gap_ev": 6.9807
}